# 1
ORCA calculation (ωB97M-V/def2-TZVPD) on a cluster of 6 separate species, C35H31BFO24P in total at a distorted geometry.

Cartesian coordinates (Å):
P: 2.0402 -4.9303 -1.9570
F: 0.0231 -5.6794 0.2709
O: 7.9960 -3.1032 -0.6291
O: -6.0989 -8.6635 0.5056
O: -3.0750 12.1290 -0.9057
O: -1.5625 3.5671 1.2076
O: -4.6599 6.5902 4.2445
O: -2.5041 0.3413 0.2469
O: -4.3446 9.1315 2.4779
O: -2.7626 -9.8360 3.5937
O: 7.3100 -1.9866 -2.9496
O: 0.9493 1.9792 -3.6957
O: -0.3536 -1.0807 -0.3853
O: 5.5306 -3.9347 -1.9851
O: -1.1513 3.4389 -3.0083
O: -1.1630 -7.8837 2.7911
O: 5.1632 -6.2173 -2.3633
O: 10.0875 1.7277 -2.2149
O: -6.4438 10.5837 3.1440
O: -1.5005 6.1869 0.7847
O: -5.1361 13.6262 -0.1841
O: -4.4715 -6.7607 -0.3498
O: -0.2930 -6.1027 -3.7611
O: -4.6558 3.9917 4.7085
O: -0.9295 -7.2830 -1.9850
O: 10.8279 0.5764 0.0486
C: -2.7413 -7.2261 1.1842
C: 0.7879 -3.8629 -1.1205
C: -0.0392 -6.7419 -2.5613
C: -3.6095 10.5559 0.7453
C: 0.1618 1.5278 -2.7245
C: -3.8763 4.4548 3.7339
C: -4.4936 10.1503 1.8251
C: -3.8427 11.7010 0.0913
C: -4.0432 -7.4343 0.5676
C: -2.3000 5.7203 1.7481
C: 8.1078 -1.3570 -2.2841
C: -4.9121 -8.5390 1.0969
C: -4.9999 12.5936 0.4427
C: 9.5472 0.5506 -1.9033
C: -2.3418 -8.0221 2.1821
C: 1.3931 -6.6798 -2.0742
C: -3.0703 6.5227 2.4922
C: -1.9321 1.9501 -1.3563
C: -3.1063 3.6582 2.9836
C: 3.4927 -5.0148 -0.7841
C: 0.3150 -4.3235 0.2552
C: 10.0044 -0.0408 -0.6015
C: -5.8959 12.1729 1.5098
C: -4.5109 -9.3374 2.0930
C: 9.4380 -1.3136 -0.1851
C: -1.0172 2.3984 -2.3923
C: -3.9184 5.9436 3.5285
C: -1.7015 0.8018 -0.7115
C: 0.3942 0.3787 -2.0779
C: -3.1995 -9.1417 2.6942
C: 8.6598 -0.0704 -2.6885
C: -5.6638 11.0266 2.1607
C: 8.5462 -1.9389 -0.9664
C: -2.2769 4.2331 1.9366
C: -0.5104 -0.0543 -1.0249
B: 4.7704 -5.0542 -1.7341
H: 8.3264 0.3458 -3.6286
H: -0.0634 -3.6371 -1.7637
H: 4.8810 -6.9578 -1.8197
H: -5.1018 4.7734 5.0856
H: -2.1111 -0.4985 0.5467
H: -1.0604 5.4072 0.3995
H: 1.0131 -4.0971 1.0633
H: -6.0531 9.7399 3.4431
H: 3.4610 -4.0781 -0.2183
H: -6.7340 12.8136 1.7441
H: 1.2831 -2.9014 -0.9607
H: -5.1270 -10.1365 2.4802
H: 3.4411 -5.8713 -0.1033
H: -1.1306 -8.5861 3.4666
H: -3.4615 12.9764 -1.1975
H: -6.1286 -7.9675 -0.1777
H: 2.0719 -7.2303 -2.7292
H: -3.0708 2.5866 3.1214
H: 9.7634 -1.7205 0.7618
H: 7.3803 -3.3625 -1.3483
H: -2.7790 9.9076 0.5015
H: -2.1289 -6.4212 0.8045
H: 0.4330 -6.3186 -4.3594
H: -3.0917 7.6044 2.3540
H: 0.5578 2.8240 -3.9878
H: -2.7840 2.5758 -1.1352
H: 1.2401 -0.2539 -2.3081
H: 5.0653 -3.1454 -1.6978
H: -0.6154 -3.7943 0.4885
H: 1.3923 -7.1175 -1.0744
H: 10.6933 1.9450 -1.4816

Computed properties:
Kohn-Sham gap in eV: 6.89
SMILES: O=C1C=C(O)C(=O)C=C1O.O=C1C=C(O)C(=O)C=C1O.O=C1C=C(O)C(=O)C=C1O.O=C1C=C(O)C(=O)C=C1O.O=C1C=C(O)C(=O)C=C1O.O=C(O)CP(CCF)CB(O)O

---

# 2
ORCA calculation (ωB97M-V/def2-TZVPD) on a structure of composition C35H31F12LuN3O8S4 at a distorted geometry.

Cartesian coordinates (Å):
Lu: -0.2632 0.2822 0.9941
S: 1.9433 -0.0198 2.8656
S: 4.0981 -0.6328 0.6425
S: 0.9049 2.7116 3.8875
S: 2.3387 2.6047 0.6314
F: -2.9339 1.7127 1.7591
F: -1.2585 4.8866 1.4728
F: -1.7446 -3.9440 3.1300
F: -3.4478 3.7534 1.3698
F: -3.9792 -0.6377 3.3397
F: -3.9538 -2.7607 3.6508
F: -3.8246 2.2946 -0.1455
F: 0.0506 4.6899 -0.1897
F: -2.4002 -1.5405 4.5028
F: -1.4718 -3.7826 0.9944
F: -2.0596 5.0613 -0.5409
F: -0.0946 -2.8281 2.3423
O: 0.2900 -1.6250 -0.1968
O: -1.4297 -0.6666 2.2874
O: -0.5285 2.2956 1.0630
O: 2.1054 -5.2572 -5.0014
O: 1.1680 0.3110 -0.7697
O: 1.1256 -5.5064 -3.1028
O: 3.7739 -0.9456 -6.2986
O: 3.1773 0.7995 -5.1924
N: -2.0359 0.1404 -0.2660
N: 1.6651 -4.8320 -3.9516
N: 3.2490 -0.3999 -5.3490
C: 4.1524 -1.4912 2.2469
C: -4.1902 -2.6677 0.7879
C: -1.3206 2.2382 -1.2191
C: -1.1941 4.3845 0.2341
C: 0.9380 -0.9045 -0.9951
C: -1.3945 -3.0907 2.1356
C: -1.4411 2.8481 0.2076
C: 1.4632 -1.5071 -2.2650
C: 0.1763 3.0848 -4.6353
C: -1.6838 0.8778 -1.3895
C: 2.7882 -1.6268 2.9215
C: 4.0319 2.1013 0.2082
C: -0.9191 1.0081 -3.6930
C: -3.1673 -1.6972 3.4050
C: -3.0338 -0.8008 -0.2358
C: 1.8132 -3.3839 -3.6818
C: -6.2398 -3.7592 -0.1948
C: 4.6669 1.0401 1.1068
C: 2.5771 -1.2593 -4.3502
C: -0.4966 2.3188 -3.5190
C: 2.0919 -0.6910 -3.1913
C: -0.7174 2.9122 -2.2792
C: -3.1713 -1.7182 0.8439
C: 2.5816 3.2537 3.4165
C: -2.9348 2.6351 0.8006
C: -5.0587 -1.7573 -1.2155
C: 2.6490 3.7874 1.9822
C: -5.1401 -2.7221 -0.2207
C: -4.0376 -0.8275 -1.2223
C: -1.5082 0.3075 -2.6578
C: 1.2510 1.3887 5.0880
C: -2.2633 -1.7325 2.1077
C: 1.3096 -2.8608 -2.5062
C: 2.4560 -2.6065 -4.6209
C: 1.0421 0.0130 4.4572
H: -6.9373 -3.5789 0.6286
H: 5.7550 1.0656 1.0204
H: 3.2574 2.4108 3.5489
H: -5.8368 -4.7674 -0.0632
H: 4.5712 -2.4807 2.0645
H: -5.8090 -1.7340 -2.0020
H: -0.4031 3.9386 -2.1623
H: 0.8026 -3.4845 -1.7821
H: 4.3908 1.2048 2.1463
H: -6.8113 -3.7453 -1.1242
H: 0.5562 1.5287 5.9171
H: 4.6689 2.9884 0.1731
H: -1.7978 -0.7292 -2.7941
H: 0.8181 3.8702 -4.2317
H: 2.2676 1.5123 5.4653
H: -0.7658 0.5173 -4.6523
H: 4.8493 -0.9439 2.8831
H: 2.9132 -1.9054 3.9673
H: 1.4312 -0.7820 5.0951
H: -0.5544 3.5621 -5.2956
H: 3.9377 1.7256 -0.8140
H: 0.7984 2.4277 -5.2482
H: 3.6400 4.2187 1.8165
H: 2.1776 0.3714 -3.0021
H: 2.8442 -3.0333 -5.5317
H: -4.2528 -3.4190 1.5650
H: -0.0108 -0.1827 4.2572
H: 1.9145 4.5840 1.8429
H: 2.8718 4.0509 4.1046
H: -3.9972 -0.0776 -2.0033
H: 2.1709 -2.3729 2.4249

Computed properties:
Kohn-Sham gap in eV: 5.28
Net charge: -1

---

# 3
ORCA calculation (ωB97M-V/def2-TZVPD) on a structure of composition C35H31F5N8O5SSe2Tl.

Cartesian coordinates (Å):
Tl: 0.3462 -0.0797 -0.1503
Se: 2.3373 -0.7208 1.6637
Se: 1.8653 -0.1196 -2.2961
S: -2.7278 -0.6550 -0.8471
F: -2.2484 4.1050 -5.2035
F: -4.3402 4.5557 -1.0070
F: -4.3488 5.0178 -3.7068
F: -0.2498 2.7254 -4.0798
F: -2.3384 3.2276 0.1599
O: -2.3279 0.5105 -0.0827
O: -0.2519 2.1798 -1.3818
O: 5.1887 -1.9200 0.2991
O: -3.7910 -1.4755 -0.3165
O: 6.2747 0.8664 -1.7717
N: 0.1487 1.8411 1.3854
N: 0.7656 -3.0714 -0.6603
N: -1.0241 -2.8945 1.8446
N: -2.2391 -1.9287 3.5227
N: -3.3847 -0.8632 5.1916
N: -2.0169 0.4127 3.8693
N: -1.3651 -1.4564 -1.0645
N: -0.8973 -0.6121 2.0681
C: -3.3265 4.0955 -1.7639
C: 4.4245 -1.2676 -0.7093
C: -1.4046 -1.7904 2.4871
C: 3.3505 0.9034 -1.4944
C: 5.6388 0.9105 -0.4998
C: -1.2308 0.4353 2.8041
C: -3.3329 4.3432 -3.1249
C: 0.7113 3.0051 1.0763
C: 1.8648 -3.7613 -0.5050
C: -4.6667 1.4104 -6.1975
C: -4.6375 0.0895 -2.6387
C: -2.2674 3.8799 -3.8740
C: -2.2915 3.3967 -1.1763
C: -1.2404 3.1751 -3.2841
C: -2.3601 0.2331 -3.4214
C: -3.2762 -0.0746 -2.4273
C: 1.3080 -5.2727 -2.2614
C: -1.3074 -2.6459 -1.7742
C: 0.4995 4.1515 1.8220
C: -0.9092 -4.9867 -3.3433
C: -5.0799 0.5642 -3.8624
C: -2.2789 -3.1197 -2.6340
C: 0.0905 -4.5742 -2.4326
C: -2.8205 0.6920 -4.6452
C: -0.3590 4.0869 2.9048
C: -0.6548 1.7677 2.4426
C: 3.7556 0.4681 0.9873
C: -0.9475 2.8773 3.2238
C: -1.1956 2.8637 -1.9030
C: -0.1173 -3.4358 -1.6248
C: 2.1993 -4.8678 -1.3129
C: -2.0738 -4.2785 -3.4074
C: -4.1809 0.8664 -4.8817
C: -2.5175 -0.7990 4.1564
C: 4.2594 0.2300 -0.4461
H: 3.4117 1.4989 1.0876
H: 3.9502 1.2112 -2.3501
H: 3.4362 -1.7145 -0.7933
H: -1.2967 0.1325 -3.2338
H: -5.3338 -0.1673 -1.8518
H: 4.5920 -1.9906 1.0604
H: 6.2795 0.4507 0.2595
H: 2.9111 1.8076 -1.0733
H: 0.9793 5.0757 1.5317
H: 2.5225 -3.4360 0.2950
H: 1.3276 3.0170 0.1896
H: -5.7042 1.1308 -6.3819
H: -3.2140 -2.5899 -2.7378
H: -2.8614 -4.5936 -4.0810
H: 4.5816 0.3390 1.6894
H: 6.4042 -0.0590 -2.0009
H: -6.1420 0.7009 -4.0316
H: 5.5298 1.9710 -0.2606
H: -1.6226 2.7668 4.0572
H: 3.1386 -5.3811 -1.1576
H: -1.5106 -3.7466 2.0555
H: 4.9246 -1.4470 -1.6665
H: -0.4544 -2.8268 1.0082
H: -2.1052 0.9424 -5.4197
H: 1.5102 -6.1338 -2.8885
H: -3.5488 -0.0391 5.7371
H: -3.7152 -1.7602 5.4923
H: -4.6064 2.5004 -6.2020
H: -0.5722 4.9696 3.4940
H: -0.7428 -5.8613 -3.9599
H: -4.0574 1.0446 -7.0245

Computed properties:
Kohn-Sham gap in eV: 6.56
Energy relative to the best compared isomer or geometry (same formula, charge and spin) in kcal/mol: 12.0
Net charge: -1

---

# 4
ORCA calculation (ωB97M-V/def2-TZVPD) on a structure of composition C35H31GeN2OPtS2 at a distorted geometry.

Cartesian coordinates (Å):
Pt: 0.2195 -2.3337 0.1813
Ge: 1.7420 -0.4084 -0.0986
S: -1.4202 -4.2222 -1.8896
S: -2.7322 -0.0831 3.1145
O: -1.1065 -5.3761 -2.7303
N: -0.1892 -3.5869 -1.2427
N: -1.5106 -1.0347 1.0626
C: 0.2983 -2.6901 2.2403
C: 5.2121 -0.6055 -3.3727
C: -0.7363 2.9924 0.4786
C: -0.5791 3.7330 -0.6813
C: 0.9349 2.0722 -1.5313
C: -3.2611 0.4018 1.5243
C: 1.1945 -3.5432 2.8652
C: -3.6664 2.8091 -2.8330
C: -0.0685 1.7911 0.6177
C: 0.2548 3.2683 -1.6864
C: -4.4280 1.5198 -0.2079
C: 5.5387 -0.4385 -2.0366
C: 2.8894 -0.6570 -2.7923
C: 3.0997 0.8089 3.7860
C: -2.4596 -0.2128 0.5485
C: 2.5046 0.8185 2.5363
C: -2.8667 0.5843 -3.5931
C: -3.6234 0.9363 -1.2002
C: 3.2041 -0.4862 -1.4491
C: 3.8831 -0.7089 -3.7517
C: 3.8717 -0.2682 4.1847
C: -5.2800 0.8836 -3.0608
C: -0.4380 -1.9284 4.4417
C: 1.2674 -3.5998 4.2489
C: 4.0539 -1.3345 3.3200
C: -3.8538 1.2937 -2.6600
C: 3.4292 -1.3376 2.0881
C: -4.2680 1.2663 1.1384
C: 4.5391 -0.3741 -1.0822
C: 2.6463 -0.2631 1.6790
C: -0.5422 -1.8932 3.0489
C: 0.4630 -2.7859 5.0349
C: -1.5030 -1.0772 2.3657
C: 0.7814 1.3164 -0.3762
C: -2.6378 0.0535 -0.8044
H: 4.7941 -0.2336 -0.0395
H: -1.9644 -0.4370 -1.4901
H: 4.6769 -2.1674 3.6111
H: -5.4151 -0.1889 -2.9303
H: 1.8497 -0.7621 -3.0785
H: 6.5748 -0.3532 -1.7373
H: -0.2020 1.2048 1.5168
H: -2.9674 -0.4965 -3.5253
H: -2.6656 3.0972 -2.5150
H: 0.3816 3.8405 -2.5956
H: -4.3885 3.3727 -2.2472
H: -1.8423 0.8655 -3.3589
H: 5.9925 -0.6669 -4.1171
H: -3.0698 0.8747 -4.6217
H: 3.5413 -2.1818 1.4177
H: 1.5977 1.7226 -2.3127
H: 1.9699 -4.2697 4.7214
H: -4.9112 1.7304 1.8693
H: -6.0282 1.3971 -2.4621
H: 3.6194 -0.8335 -4.7932
H: 0.5400 -2.8287 6.1111
H: 4.3363 -0.2722 5.1609
H: -1.0654 -1.2819 5.0412
H: -5.2100 2.2051 -0.4932
H: 1.9327 1.6807 2.2217
H: 2.9616 1.6469 4.4532
H: -3.7910 3.0801 -3.8793
H: -1.3749 3.3461 1.2774
H: -1.1020 4.6725 -0.7971
H: -5.4563 1.1266 -4.1064
H: 1.8284 -4.1900 2.2733

Computed properties:
Kohn-Sham gap (spin up / spin down) in eV: 6.11 / 6.20
Energy relative to the best compared isomer or geometry (same formula, charge and spin) in kcal/mol: 52.6
Spin multiplicity: 2

---

# 5
ORCA calculation (ωB97M-V/def2-TZVPD) on a structure of composition C35H32N5RhSb at a distorted geometry.

Cartesian coordinates (Å):
Sb: -0.9532 -0.4296 -0.0394
Rh: 1.3620 0.6268 0.7726
N: 2.0161 1.5593 -0.9992
N: 1.3616 -0.0389 2.6788
N: 2.8237 1.6589 1.4215
N: 2.2419 2.3218 -3.2001
N: 3.5138 2.3294 0.6007
C: 0.8948 -1.3782 4.6068
C: -3.8141 -1.1845 -0.8377
C: 3.3734 3.0872 -2.9616
C: 1.6341 1.6021 -2.2511
C: 5.0063 3.8199 -1.3162
C: 1.1199 -4.3828 -2.1544
C: -5.0915 -1.0586 -1.3703
C: -2.1934 0.4186 2.5658
C: -2.3633 -2.0025 2.3990
C: 3.8677 3.0807 -1.6321
C: 1.7215 -0.5852 5.4175
C: 0.1305 -3.7201 -2.8526
C: -1.4221 -1.8166 -3.2340
C: -3.3136 -0.8055 4.2869
C: 3.1447 2.3163 -0.6629
C: -0.4652 -2.5565 -2.3613
C: 4.0034 3.8409 -3.9430
C: -1.9631 -0.7713 1.8979
C: 2.2446 0.7058 3.4484
C: -2.0319 -3.3115 1.7636
C: -0.0872 -2.1369 -1.0823
C: -5.4669 0.1244 -1.9953
C: -2.8784 0.4072 3.7713
C: 5.6269 4.5688 -2.2975
C: 0.7600 -1.0685 3.2643
C: -2.9195 -0.1344 -0.9439
C: 1.5431 -3.8971 -0.9203
C: -3.0655 -1.9833 3.6118
C: -2.3010 2.1804 -1.7136
C: 0.9477 -2.7664 -0.3946
C: -4.5641 1.1638 -2.1074
C: -3.2781 1.0595 -1.5727
C: 3.0409 1.6018 2.7516
C: 2.3945 0.4576 4.8398
C: 5.1304 4.5746 -3.6066
H: -1.7845 2.3762 -0.7677
H: 1.2852 -2.3749 0.5640
H: 6.5028 5.1500 -2.0515
H: -1.1291 -1.9215 -4.2762
H: -3.4203 -2.9254 4.0076
H: -1.8752 -3.2175 0.6879
H: 0.3839 -2.2342 5.0162
H: -4.8530 2.0805 -2.5990
H: -5.7909 -1.8762 -1.2839
H: 0.1392 -1.6910 2.6367
H: 3.0802 1.0754 5.3979
H: 5.6301 5.1574 -4.3644
H: 1.5917 -5.2557 -2.5829
H: -1.8454 1.3639 2.1596
H: -3.0615 1.3369 4.2920
H: 2.3264 -4.4016 -0.3783
H: -1.1211 -3.7222 2.2085
H: 0.7547 1.0432 -2.5468
H: 5.3854 3.7876 -0.3082
H: -3.5413 -2.1098 -0.3516
H: -2.8230 -4.0392 1.9369
H: -2.7956 3.0948 -2.0294
H: 3.6168 3.8538 -4.9508
H: -6.4695 0.2375 -2.3797
H: 1.8580 -0.8232 6.4607
H: -1.5500 1.9370 -2.4712
H: -1.4672 -0.7551 -2.9867
H: -3.8523 -0.8261 5.2244
H: -0.1796 -4.0833 -3.8201
H: -2.4274 -2.2310 -3.1457
H: 1.8601 2.3369 -4.1406
H: 3.8414 2.1793 3.1942

Computed properties:
Kohn-Sham gap (spin up / spin down) in eV: 5.93 / 3.86
Energy relative to the best compared isomer or geometry (same formula, charge and spin) in kcal/mol: 13.8
Spin multiplicity: 5
Net charge: +3

---

Number 1: electronic energy -98620.645 eV. Number 2: electronic energy -167224.686 eV. Number 3: electronic energy -218769.061 eV. Number 4: electronic energy -123257.387 eV. Number 5: electronic energy -53781.178 eV.